Entry 1:
ORCA calculation (ωB97M-V/def2-TZVPD) on a structure of composition C42H88InO10.

Its net charge is -1.

Each line ends with the Löwdin charge.
Cartesian coordinates (Å):
C 1.5388 -2.1710 -1.7651  -0.11
H 1.3864 0.9310 -8.5244  0.08
H 1.9274 2.6101 1.5160  0.10
H 2.0706 0.0342 -6.0966  0.09
O 2.9971 -0.5402 1.2604  -0.38
C -1.5690 -0.3450 7.2252  -0.03
H -1.7024 2.8398 1.8065  0.09
C 2.8522 3.1391 -2.1463  -0.19
H -0.9598 2.2390 -2.5309  0.11
H 4.3585 -4.1846 1.7071  0.09
O -2.9271 3.8855 3.7228  0.06
H -5.3726 -5.5712 -3.0544  0.08
H -0.3510 0.9820 -8.8902  0.08
H 0.7715 2.7496 -4.4508  0.10
C 2.6865 1.3780 4.0680  -0.30
C -0.4482 1.5874 -3.2282  -0.23
H -7.4447 8.7921 -0.9172  0.08
C 0.4999 -0.0344 -1.7523  -0.16
H 3.9835 -2.9180 -1.6156  0.11
H -3.8300 -2.5766 7.9275  0.07
H 2.4471 1.9118 -0.4381  0.08
O -3.1662 -1.1140 9.8571  0.07
H -1.8346 -5.4055 -2.6672  0.08
C 5.3217 -1.3043 -2.9700  -0.05
C -2.9432 4.3817 2.6214  -0.49
C 0.1100 0.3029 -6.9148  -0.49
C 2.1519 -0.6919 0.1645  -0.39
H -5.7580 -2.1316 11.1892  0.08
C 2.4708 3.5245 1.5816  -0.20
H -0.7580 -4.0438 -2.2765  0.07
H -4.4739 5.4930 1.5877  0.05
H 0.5169 -1.9370 -1.5395  0.06
C 5.0736 -3.7101 2.3821  -0.03
H 4.5308 0.4157 -0.1230  0.06
H -8.0645 7.8742 0.4713  0.08
H 2.2849 0.1584 -0.5019  0.06
H 4.3158 3.7934 0.5803  0.10
H -4.8336 6.1326 -1.6917  0.08
H -6.1973 -8.1672 -5.7263  0.08
H 3.3405 4.0750 -2.3139  0.10
C -0.9134 -5.7269 -5.3223  -0.04
H -0.7541 -1.0515 7.3613  0.09
H -2.9915 1.4580 5.5688  0.08
H 4.1014 2.1672 -0.8143  0.06
C 0.9032 2.2180 -3.5311  -0.17
O -5.9796 6.4855 0.5141  0.06
H 0.7378 -0.4600 -5.0260  0.07
C -5.9542 -6.0716 -3.8231  -0.02
H -1.0040 1.5751 -4.1298  0.08
C -4.2895 -1.5367 9.7369  -0.49
H 5.6344 -2.3147 -2.7944  0.06
H 7.4061 -3.9559 0.8062  0.08
H 1.8609 -1.5600 -2.5859  0.07
H 1.6239 -3.1782 -2.1075  0.07
H 6.2100 -0.7132 -2.9725  0.06
O 0.8640 -4.7969 -4.0262  0.06
O -0.4260 0.2569 -2.7854  -0.14
C 2.4481 -1.9513 -0.5917  -0.32
H 1.4162 -0.4225 -2.1467  0.03
H 3.1599 1.1372 4.9934  0.01
O 0.0395 0.8391 5.9467  0.06
H 4.5051 -2.1240 -0.1557  0.10
H -2.4048 -0.8508 6.7384  0.08
C -5.6778 -7.2761 -6.0817  -0.02
H 3.9025 1.5806 2.2873  0.07
C -1.0955 0.8040 6.3617  -0.48
C 1.3815 3.2362 -2.5032  -0.19
C 3.2840 3.7429 0.3117  -0.17
C -3.7030 5.6572 2.3387  -0.03
H -5.4229 7.7013 -2.2688  0.09
H -4.9141 -7.5673 -6.7971  0.08
H 0.3586 -0.8560 3.0399  -0.10
H -4.9643 -0.5786 11.5246  0.08
C -2.1271 1.8822 6.0828  -0.03
H -6.4027 -6.6255 -6.5732  0.08
C 3.1508 2.6541 -0.7528  -0.20
H -2.0265 -3.8604 -3.5070  0.09
C -0.3211 -5.0040 -4.1345  -0.49
C 5.1089 0.1329 -0.9818  -0.08
C 4.3781 -0.8469 -1.8536  -0.39
H 4.5948 -3.5551 3.3440  0.05
H 3.3080 2.4459 -2.8249  0.09
O 6.6529 -5.0374 3.5936  0.06
H -5.4860 -1.9418 7.9995  0.09
H -6.6898 -5.3751 -4.2280  0.08
H -1.4588 4.4391 1.0805  0.08
H -2.4599 2.3194 7.0276  0.08
H 3.0394 4.6890 -0.1386  0.10
H -1.6995 2.6547 5.4563  0.06
H -3.0166 6.4276 1.9807  0.09
H -6.1987 -0.6937 10.2533  0.08
C 6.2885 -4.5864 2.5313  -0.50
H 4.2101 4.1142 2.6730  0.10
H 0.0788 -0.7919 -1.1315  0.07
In 2.1122 -0.5741 3.1840  0.52
H -4.1743 5.9974 3.2583  0.08
H 4.6220 2.1698 3.7257  0.09
C 7.0548 -4.8855 1.2564  -0.03
C -6.4063 6.9559 -0.5156  -0.49
H -6.3847 6.2386 -2.5386  0.09
C 3.8881 -2.0183 -1.0257  -0.14
H 6.0511 -0.2804 -0.6679  0.09
C -7.6650 7.7939 -0.5358  -0.02
O -0.8893 0.7903 -6.4420  0.07
H 6.4050 -5.3905 0.5401  0.08
H 2.7739 3.9597 3.6377  0.10
C 1.0935 -0.4513 -6.0544  -0.01
H 4.8573 -1.2242 -3.9344  0.06
H 1.2214 4.2105 -2.9170  0.10
H -6.4842 -6.9166 -3.3810  0.08
H 7.9071 -5.5221 1.4820  0.07
C -2.2034 3.7447 1.4682  -0.02
H 0.7019 0.8202 -1.1388  0.09
H 1.7584 4.3222 1.6604  0.09
O -3.8408 -6.3672 -4.8735  0.06
H -1.6289 -5.0844 -5.8329  0.08
H 1.1938 -1.4790 -6.4075  0.09
C -5.3736 -1.2128 10.7435  -0.03
H -0.1157 -5.9988 -6.0108  0.08
H -1.8929 0.0179 8.1959  0.06
C -5.7157 6.7417 -1.8387  -0.02
H -1.4291 -6.6230 -4.9935  0.06
H 5.3282 1.0122 -1.5588  0.07
H 2.8323 -1.9587 4.0458  -0.12
H -2.9024 3.4925 0.6670  0.08
H -8.4106 7.3319 -1.1842  0.08
C 3.6918 2.1165 3.1943  -0.32
C -1.2979 -4.5472 -3.0735  -0.01
H 1.8122 1.9502 4.2718  0.00
H 5.3485 -2.7372 1.9728  0.08
C 3.3192 3.5247 2.8170  -0.24
H 1.1148 -0.7124 0.4841  0.08
C 0.4324 0.4194 -8.3894  -0.03
C -5.0334 -6.5525 -4.9208  -0.49
H 0.5056 -0.5731 -8.8362  0.08
H 0.7726 3.1877 -1.6324  0.10
H -5.0485 -3.3799 8.9374  0.08
H 3.5613 -0.3212 -2.3025  0.11
C -4.6881 -2.4165 8.5729  -0.02
H 1.6522 1.4795 -3.7298  0.09
H 2.3048 -2.7427 0.1235  0.14


Entry 2:
ORCA calculation (ωB97M-V/def2-TZVPD) on a cluster of 5 separate species, C42H89N3O4PS in total.

Its energy relative to the best compared isomer or geometry (same formula, charge and spin) is 56.6 kcal/mol. Its net charge is +1.

Each line ends with the Löwdin charge.
Cartesian coordinates (Å):
C 0.5371 -5.5614 0.9663  -0.21
S 1.3372 0.2778 -1.9602  0.14
C -2.6048 4.1018 4.7951  -0.20
H 1.6981 -4.9440 -1.4594  0.12
C 5.0623 0.7261 1.7200  -0.10
H -3.0982 3.2085 -0.1632  0.10
C 0.9601 -6.4902 -0.1584  -0.17
C 3.9220 0.1725 0.7880  -0.14
H -0.2337 -0.3838 3.2207  0.04
H -4.8249 6.9415 2.9268  0.11
H -3.4296 -0.9211 -1.5395  0.06
C 2.4759 0.7983 0.9582  -0.40
H 1.3860 -4.9762 1.3398  0.11
H 1.3520 2.3389 2.0353  0.12
H 1.6247 5.7292 3.1511  0.11
H 0.6995 2.4194 -0.3631  0.00
H -1.6469 -3.0215 2.5628  0.10
H 0.7098 -6.1389 -2.3128  0.10
C -3.6741 -0.8095 -0.4554  -0.19
H -5.8767 4.0469 2.1301  0.11
H -0.5552 -2.3993 1.2085  0.08
O -0.4178 -4.6486 0.4104  -0.17
H -1.2438 -2.1291 -2.6644  0.09
H -6.4136 6.2121 3.3000  0.11
H -4.2161 -1.7249 -0.1274  0.12
H 0.8452 -1.8336 3.0039  0.05
H 5.4197 2.1328 3.1584  0.18
H 5.8282 -1.3578 -1.7409  0.11
C -0.2043 -1.4960 3.2267  -0.13
C -4.8936 0.9606 1.1136  -0.19
H 6.3992 0.1555 -3.5037  0.12
H -0.4370 -1.8912 4.2437  0.07
C -4.6628 0.4126 -0.3405  -0.19
C -1.9228 -1.5500 -3.2936  -0.21
H -4.9626 3.2411 -0.0499  0.11
H 2.3427 -0.1124 3.1633  0.07
H 0.2618 -7.3286 -0.2335  0.12
H 5.2843 -0.0541 -5.6608  0.12
C -3.9944 3.3142 0.4890  -0.19
C 5.3703 -2.0577 -4.7867  -0.19
H -0.3889 -3.7778 -1.4732  0.10
C -1.7099 -1.8072 -4.7745  -0.16
H -3.1019 4.4823 2.0876  0.07
H -1.8009 -0.4883 -3.0523  0.11
C 1.7528 -7.9089 -6.5018  -0.17
N 3.2494 4.6018 1.0012  0.05
H 0.0869 -6.0945 1.8058  0.12
C -5.3071 4.9831 1.8972  -0.20
H 4.1978 2.8651 0.3745  0.08
C 3.4133 3.5110 3.7900  -0.11
C 1.1073 4.7533 3.3370  -0.21
H 1.3313 2.9005 4.4640  0.09
H -3.2638 3.2977 4.3858  0.09
C -2.2907 -1.0823 1.7910  -0.20
H -2.8743 1.7770 1.7159  0.08
H -2.8897 6.2760 5.3255  0.11
H 2.3084 1.1056 4.2151  0.08
H 4.3847 0.9881 3.6978  0.17
C -4.7854 5.3808 4.4677  -0.19
H 1.7696 -0.0637 1.0786  0.11
H -1.5106 -1.1490 -0.2938  0.08
H 3.8474 -0.9236 0.9660  0.13
H -2.0374 0.4849 0.2453  0.09
C 3.5371 2.5583 2.5341  -0.33
H 6.4046 -2.1366 -5.1374  0.12
H -2.5731 3.9451 5.8979  0.12
C -3.8821 4.6722 1.3182  -0.20
H 4.1085 -1.3675 -2.1978  0.08
H -0.0243 5.5481 5.1021  0.12
H -0.7204 5.9039 3.5016  0.11
O -3.2776 -1.9155 -3.0021  -0.19
H -5.2059 5.9038 5.3637  0.11
H -3.2710 -1.5754 2.0068  0.10
H -3.2688 -0.4900 -5.4547  0.12
C -0.4028 -4.7715 -1.0202  -0.19
H -0.4760 -5.5434 -5.9234  0.11
H -1.2451 3.3767 3.1779  0.10
N 1.8760 0.7830 3.3427  0.07
H 5.8437 1.2713 1.1382  0.14
C 0.8213 -5.5943 -1.3751  -0.16
C 1.9609 -7.3732 -5.0968  -0.20
H -3.5242 5.4680 0.6153  0.11
C -3.0984 -1.5642 -5.3372  -0.17
H 3.3237 5.3365 1.6932  0.07
C 5.1334 -1.3262 -2.5855  -0.23
H 0.2182 -7.2651 -7.9350  0.11
C -3.1938 5.5386 4.5466  -0.20
N 4.6159 1.5546 2.8776  0.08
H 3.7924 -0.5943 -4.8792  0.11
H -0.9195 -7.2578 -5.7983  0.12
C -0.0802 -6.5601 -5.8864  -0.20
C 4.0618 3.4352 1.3180  -0.21
H 4.7490 -2.7250 -5.3856  0.12
H -4.3252 1.1817 -1.0717  0.10
C -5.3329 5.9688 3.1142  -0.21
H 0.7974 4.3096 2.3649  0.09
H 4.0122 3.0791 4.6400  0.13
H -4.2817 2.5099 2.5278  0.09
P 1.8706 1.6327 -0.6339  0.40
C 1.9451 3.8041 4.2622  -0.18
H -5.1012 4.3168 4.5566  0.10
C 0.7899 -6.8924 -7.0852  -0.17
C -0.2419 5.0892 4.1031  -0.20
H -2.9080 5.9529 3.5470  0.08
H -0.7042 3.0491 4.8453  0.10
H 3.8942 4.5026 3.5884  0.12
H -5.9438 1.3115 1.2760  0.11
H -4.1529 -3.1884 -4.3569  0.12
O 5.3357 -2.4728 -3.4141  -0.13
H 4.2368 0.3253 -0.2699  0.09
H 2.0292 4.3386 5.2444  0.13
H -4.7399 0.1270 1.8452  0.10
H 1.3394 -6.0028 -7.4070  0.11
H -4.9538 -1.6139 -4.1832  0.12
H 2.6830 -8.0054 -7.0615  0.11
H -0.9402 -1.1698 -5.2105  0.11
C 5.3373 -0.1062 -3.4660  -0.18
H 1.9635 -6.8944 -0.0214  0.11
H 1.2751 -8.8920 -6.4606  0.12
C -2.2993 -0.6055 0.2873  -0.18
H 5.0857 3.7925 1.6155  0.14
C -1.1729 3.8367 4.1964  -0.20
C -1.1468 -2.1361 2.1126  -0.21
C 2.2532 1.7148 2.2294  -0.30
H 2.8797 2.4301 -1.2426  -0.01
H 2.7687 -6.6337 -5.0695  0.12
H 5.6005 -0.1580 2.1467  0.14
H -2.2298 -0.1972 2.4708  0.08
O 0.7444 -6.7119 -4.7225  -0.16
H -1.3238 -5.2796 -1.3241  0.12
H -5.8864 5.4703 1.0690  0.12
H 2.1862 -8.1607 -4.3754  0.12
C 4.8842 -0.6194 -4.8193  -0.17
H 2.2779 4.3512 0.8384  0.06
H -3.2730 -2.0441 -6.3001  0.11
H -1.4211 -2.8502 -4.9356  0.11
C -3.9848 -2.1131 -4.2333  -0.18
H -5.6636 0.0587 -0.7042  0.11
H 4.7822 0.7677 -3.1185  0.10
C -3.9202 2.1199 1.5381  -0.22


no.,frontier orbital gap (eV),largest force on an atom (Eh/bohr),HOMO (eV)
1,5.9,0.0716,-4.13
2,7.5,0.0502,-10.68